(1)
14
Properties=species:S:1:pos:R:3:forces:R:3 method="wB97M-V/def2-TZVPD" smiles=CC.CS lumo_ev=0.969 multiplicity=1 largest_force_ev_per_a=1.7 homo_ev=-9.04 total_charge=0 e_tot_ha=-518.4490
C -0.248 2.017 -0.066 0.754 1.203 0.761
C 0.878 3.057 0.147 -0.888 0.731 -1.251
H 0.078 1.241 -0.741 -0.127 -0.140 0.013
H -0.441 1.620 0.937 -0.495 -0.295 -0.502
H -1.116 2.536 -0.474 -0.149 -0.339 0.061
H 0.444 4.053 0.349 0.150 -0.492 0.748
H 1.339 3.294 -0.824 0.529 -0.518 0.336
H 1.574 2.727 0.914 0.227 0.292 -0.197
C -0.750 -2.658 0.496 -1.125 -0.669 -0.399
S 0.054 -1.243 -0.241 0.176 0.655 0.240
H 0.557 -1.678 -1.405 -0.228 -0.529 0.129
H -0.085 -3.510 0.625 -0.096 0.137 0.331
H -1.639 -2.975 -0.063 0.427 -0.066 -0.365
H -1.245 -2.324 1.417 0.845 0.028 0.095

=====

(2)
15
Properties=species:S:1:pos:R:3:forces:R:3 method="wB97M-V/def2-TZVPD" smiles=CSC.CS lumo_ev=0.847 multiplicity=1 largest_force_ev_per_a=0.8 homo_ev=-8.34 total_charge=0 e_tot_ha=-916.6436
C 0.358 3.545 -1.483 -0.209 0.421 -0.661
S 1.008 2.215 -0.466 -0.021 -0.172 0.239
H -0.290 4.194 -0.906 -0.023 -0.044 0.378
H 1.137 4.172 -1.911 0.134 -0.106 0.033
H -0.256 3.167 -2.298 0.053 -0.139 0.038
H 1.141 1.312 -1.444 0.050 0.010 -0.014
C -0.506 -2.405 -0.759 -0.579 0.295 0.273
S -0.152 -2.361 1.016 0.118 0.035 -0.031
C -1.373 -1.154 1.590 0.565 0.378 0.182
H -0.888 -1.433 -1.083 0.216 -0.026 0.025
H -1.280 -3.144 -0.976 0.306 -0.057 -0.124
H 0.427 -2.600 -1.268 0.053 -0.231 -0.229
H -2.033 -0.887 0.774 -0.290 -0.103 0.020
H -1.901 -1.566 2.437 -0.363 -0.107 0.013
H -0.875 -0.238 1.927 -0.010 -0.152 -0.142

=====

(3)
16
Properties=species:S:1:pos:R:3:forces:R:3 method="wB97M-V/def2-TZVPD" smiles=CCS.CSS lumo_ev=0.383 multiplicity=1 largest_force_ev_per_a=3.2 homo_ev=-8.89 total_charge=0 e_tot_ha=-1314.8067
C -1.510 -0.617 1.362 -1.880 1.048 -0.125
S -3.221 -0.159 0.469 2.443 -1.057 -0.161
S -2.436 -0.473 -1.473 -0.432 0.183 0.607
H -1.114 0.414 1.506 0.185 -1.263 0.100
H -1.744 -1.134 2.298 -0.009 0.388 -0.054
H -0.903 -1.292 0.748 -0.521 0.467 0.027
H -1.471 0.459 -1.390 -0.078 0.090 -0.148
C 1.325 1.265 0.295 -0.684 -1.402 -0.468
C 1.501 -0.221 -0.394 -1.465 0.250 2.794
S 1.756 -0.152 -2.171 0.146 -0.002 0.018
H 1.734 1.970 -0.397 0.566 0.607 -0.299
H 0.215 1.492 0.260 1.311 -0.189 0.506
H 1.802 1.450 1.319 -0.867 -0.702 -1.483
H 0.508 -0.747 -0.222 1.394 0.706 -0.406
H 2.222 -0.845 0.193 -0.167 0.705 -0.857
H 1.335 -1.409 -2.402 0.059 0.172 -0.052